Formula: C6H8N3OS
Source: the Open Molecules 2025 dataset
Level of theory: ωB97M-V with the def2-TZVPD basis set

Properties
Kohn-Sham gap (spin up / spin down), Ha: 0.253 / 0.254
Largest force on an atom, eV Å⁻¹: 5.3
Energy above the lowest of the compared OMol25 structures with the same formula, charge and spin, eV: 3.112

```
! RIJCOSX wB97M-V def2-TZVPD def2/J DEFGRID3
* xyz 1 1
S -0.5435 -1.5193 2.2615
O -1.7200 -0.3181 -1.5059
N -0.2200 1.2603 -1.2966
N 1.9007 0.5192 0.2463
N 0.5670 -1.0991 1.0985
C 1.0214 0.0874 1.1512
C -1.6552 -0.3056 2.1620
C 1.8050 -0.1071 -1.0105
C 0.3571 -0.0018 -1.2401
C -0.5632 -0.9497 -1.2600
C -1.4873 1.0044 -1.4912
H -2.2907 1.7496 -1.6683
H 1.9617 1.5840 0.3611
H -2.7401 -0.2729 2.4838
H -1.2913 0.5289 1.6733
H 1.9940 -1.0954 -0.8058
H 2.4444 0.3433 -1.7665
H 0.7662 0.7335 1.9435
H -0.3063 -2.1416 -1.3362
*
```

natural (NBO) population analysis, charges in e, atoms 1 to 2: number 1, S, carries 0.97; number 2, O, carries -0.40

Formula: C3H8N2O
Source: the Open Molecules 2025 dataset
Level of theory: ωB97M-V with the def2-TZVPD basis set

Properties
Kohn-Sham gap, Ha: 0.355
Largest force on an atom, eV Å⁻¹: 5.9
SMILES: NCCC(N)=O
Energy above the lowest of the compared OMol25 structures with the same formula, charge and spin, eV: 2.052

```
! RIJCOSX wB97M-V def2-TZVPD def2/J DEFGRID3
* xyz 0 1
O -1.8876 0.0520 -0.7365
N 1.3097 -0.3184 -0.8731
N -0.7132 1.7530 0.0041
C -0.3321 -0.5185 0.9128
C -1.0834 0.4816 0.1271
C 0.6113 -1.3796 -0.0562
H -0.2785 2.3970 0.4883
H 1.4949 -1.8345 0.5460
H 1.6998 0.4473 -0.4178
H 0.8490 0.2141 -1.5559
H 0.2284 -0.1027 1.7469
H -0.9664 -1.3225 1.2658
H -1.0359 2.2160 -0.8032
H 0.1038 -2.0848 -0.6484
*
```

natural (NBO) population analysis, charges in e, atoms 1 to 2: number 1, O, carries -0.64; number 2, N, carries -0.87

Formula: C4H22N2O7
Source: the Open Molecules 2025 dataset
Level of theory: ωB97M-V with the def2-TZVPD basis set

Properties
Kohn-Sham gap, Ha: 0.397
Largest force on an atom, eV Å⁻¹: 1.1
SMILES: CCCNC(N)=O.O.O.O.O.O.O
Energy above the lowest of the compared OMol25 structures with the same formula, charge and spin, eV: 0.000

```
! RIJCOSX wB97M-V def2-TZVPD def2/J DEFGRID3
* xyz 0 1
O 2.6374 0.1882 0.9300
O 1.3899 0.3273 3.3643
O 1.6508 -1.3841 -2.7941
O 0.9631 2.2473 0.1823
O 1.9420 1.2266 -2.2472
O -0.7851 1.1999 2.0155
O 1.8124 -2.4407 -0.3966
N -2.3339 0.4829 0.5699
N -1.1532 -1.0474 1.9094
C -2.2446 -0.7917 -1.5684
C -1.3615 0.2356 1.4824
C -2.9799 -0.5232 -0.2488
C -2.2510 0.4324 -2.4752
H 2.8170 1.2544 -1.8239
H -2.7527 -1.6083 -2.0895
H -4.0081 -0.1874 -0.4339
H 1.6737 -0.4041 -2.6150
H -0.9786 -1.7475 1.1992
H -1.6739 1.2639 -2.0525
H -3.2525 0.8361 -2.7054
H 2.3179 -1.5406 -3.4757
H -3.0710 -1.4729 0.2927
H -2.4131 1.4470 0.2947
H -1.7545 0.1992 -3.4206
H 0.1543 2.0686 0.6996
H 1.6524 0.9015 4.0926
H 1.7052 -2.0797 -1.3084
H 1.6450 1.6138 0.5034
H -1.2095 -1.0536 -1.3391
H 2.1710 -0.6134 0.6418
H -0.4440 -1.0847 2.6268
H 0.5848 0.7402 2.9603
H 1.3661 1.5972 -1.5183
H 2.3668 -3.2167 -0.4878
H 2.3880 0.2325 1.8833
*
```

natural (NBO) population analysis, charges in e, atoms 1 to 2: number 1, O, carries -1.00; number 2, O, carries -1.00

Formula: C9H10N2
Source: the Open Molecules 2025 dataset
Level of theory: ωB97M-V with the def2-TZVPD basis set

Properties
Kohn-Sham gap, Ha: 0.389
Largest force on an atom, eV Å⁻¹: 1.4
SMILES: C#CC(C)C#C.C1=NN=CC1
Energy above the lowest of the compared OMol25 structures with the same formula, charge and spin, eV: 6.175

```
! RIJCOSX wB97M-V def2-TZVPD def2/J DEFGRID3
* xyz 0 1
N 0.6459 -2.3985 -0.7410
N 0.1796 -3.7113 -0.4729
C -0.3118 -1.7247 -1.2518
C -1.0111 0.2139 1.9209
C 0.5155 2.1987 0.9790
C 0.3486 2.6332 -0.4815
C 3.0973 2.3913 1.6601
C -1.0006 -3.8193 -0.9552
C -0.2911 1.0584 1.4382
C 1.9408 2.2017 1.3773
C -1.5523 -2.5109 -1.4286
H 0.9800 3.4830 -0.7218
H -1.7094 -0.4109 2.5006
H 0.1281 3.0200 1.6070
H -0.1918 -0.6675 -1.5102
H -0.6928 2.9086 -0.7065
H 0.6489 1.7996 -1.1242
H 4.1380 2.6818 1.7947
H -1.5662 -4.7340 -0.7795
H -2.0080 -2.4249 -2.4377
H -2.2876 -2.1883 -0.6669
*
```

natural (NBO) population analysis, charges in e, atoms 1 to 2: number 1, N, carries -0.25; number 2, N, carries -0.25

Formula: C11H11NO2
Source: the Open Molecules 2025 dataset
Level of theory: ωB97M-V with the def2-TZVPD basis set

Properties
Kohn-Sham gap (spin up / spin down), Ha: 0.317 / 0.317
Largest force on an atom, eV Å⁻¹: 4.5
Energy above the lowest of the compared OMol25 structures with the same formula, charge and spin, eV: 6.113

```
! RIJCOSX wB97M-V def2-TZVPD def2/J DEFGRID3
* xyz 0 1
O -1.5560 -2.2749 0.1587
O -1.1184 -0.5703 2.0220
N -2.6741 -1.8352 -0.3477
C -1.9211 1.7599 0.3750
C 0.6547 -0.5400 0.2676
C 2.9493 -0.0666 0.8577
C 1.5796 -0.0651 1.2139
C -1.3632 1.4468 -0.9834
C 2.4929 -0.6863 -1.3404
C -0.7856 -0.4581 0.6891
C 3.4152 -0.2354 -0.3741
C -1.7060 0.3571 -0.0476
C 1.1458 -0.8145 -1.0488
C -2.8904 -0.5869 -0.3999
H 1.3013 0.2122 2.1792
H 0.4608 -1.1953 -1.8234
H -1.0704 1.9392 1.0703
H 2.8677 -0.7706 -2.4169
H -0.3107 1.7836 -1.2777
H -2.8583 2.3512 0.5266
H 4.4515 0.0669 -0.5699
H -0.7348 -1.4399 2.2900
H -2.0549 1.3562 -1.8640
H 3.6052 0.5218 1.5342
H -3.8805 -0.2561 -0.6907
*
```

natural (NBO) population analysis, charges in e, atoms 1 to 2: number 1, O, carries -0.44; number 2, O, carries -0.68

Formula: C20H40BrO16P2
Source: the Open Molecules 2025 dataset
Level of theory: ωB97M-V with the def2-TZVPD basis set

Properties
Kohn-Sham gap, Ha: 0.293
Largest force on an atom, eV Å⁻¹: 6.8

```
! RIJCOSX wB97M-V def2-TZVPD def2/J DEFGRID3
* xyz 1 1
Br 2.6918 5.5917 -2.3174
P 3.7148 4.1805 -0.8140
P 2.0468 3.2818 0.2744
O -2.4951 -4.0801 -1.9766
O 4.6413 5.1405 0.2637
O -1.9720 -2.8659 -0.2451
O 2.0442 0.7159 6.4919
O 1.7783 1.8150 4.5138
O -5.5769 -7.8012 -7.1410
O 2.0250 10.4052 -1.5299
O 2.2047 10.0415 -3.7726
O -0.0878 -5.6025 9.1726
O 0.2791 -4.7480 7.0924
O -1.6170 -2.0082 -2.3278
O 1.3695 -0.3267 4.5837
O -0.6023 -6.8204 7.4408
O -3.9654 -6.3797 -6.3832
O -3.4950 -8.4355 -7.2467
O 2.6669 12.0251 -2.9970
C -1.4626 3.4562 -1.8821
C -0.0984 -5.6332 7.8269
C -2.5750 -4.2536 -3.3919
C 1.7967 8.6943 -3.5542
C 2.1775 3.0214 5.1642
C -2.1101 -8.1808 -7.0199
C 0.3214 1.4424 -3.0104
C 1.7600 0.7318 5.3185
C 1.3035 -1.5542 5.3117
C -1.9902 -2.8950 -1.5924
C -1.4569 -1.6578 0.3075
C -0.7560 2.6006 -2.6108
C 1.3746 1.6776 -0.5133
C -4.3106 -7.4313 -6.8735
C 2.7844 12.9305 -1.9002
C -6.5581 -6.8256 -6.7944
C -0.6738 -6.9949 6.0270
C 1.6782 1.5421 -2.0950
C 2.2736 10.7860 -2.6513
C 0.4253 -4.3925 9.7273
H 2.2758 0.5680 -2.2763
H 2.5106 8.1753 -2.9083
H 3.1969 2.9335 5.5481
H -6.4038 -5.9046 -7.3623
H -1.9142 -8.0350 -5.9545
H 0.3862 -4.4797 10.8143
H -3.2361 -3.5049 -3.8353
H 1.0279 4.2789 0.5013
H 1.4817 3.2746 5.9678
H -7.5381 -7.2299 -7.0533
H 2.2878 -1.8250 5.7012
H 2.1559 3.8242 4.4244
H 2.5422 2.9060 1.5921
H -1.5495 -9.0543 -7.3569
H -0.1379 0.3892 -3.0222
H -1.7780 -7.3140 -7.5969
H 0.7915 8.6602 -3.1258
H -6.5403 -6.6256 -5.7200
H -1.8782 4.2792 -1.1775
H 0.5729 -1.4839 6.1211
H -1.3321 -6.2463 5.5789
H 1.7759 8.1888 -4.5216
H -2.0734 -0.8047 0.0119
H 1.4665 -4.2432 9.4303
H 2.2959 2.3972 -2.5509
H 0.3235 -6.9498 5.5819
H 5.3215 5.6105 -0.2960
H -0.1890 -3.5397 9.4273
H 0.6740 1.6819 -4.0970
H -1.4897 -1.7463 1.3948
H 0.9792 -2.3356 4.6226
H -2.9955 -5.2416 -3.5858
H -0.4169 -1.5079 0.0046
H -1.0935 -7.9833 5.8325
H -1.5805 -4.2078 -3.8428
H 3.1065 13.8952 -2.2956
H 1.8189 13.0651 -1.4063
H 3.5373 12.5800 -1.1898
H 0.2354 1.6281 -0.2589
H 1.8289 0.7339 0.0030
*
```

Mulliken population analysis, charges in e, atoms 1 to 2: number 1, Br, carries 0.12; number 2, P, carries 0.23

Formula: C6H15B3FINO4
Source: the Open Molecules 2025 dataset
Level of theory: ωB97M-V with the def2-TZVPD basis set

Properties
Kohn-Sham gap, Ha: 0.209
Largest force on an atom, eV Å⁻¹: 0.7
Energy above the lowest of the compared OMol25 structures with the same formula, charge and spin, eV: 0.000

```
! RIJCOSX wB97M-V def2-TZVPD def2/J DEFGRID3
* xyz -1 1
I -1.0923 4.5184 2.4271
F 0.8756 6.3635 1.2816
O -0.7153 0.6934 -0.3065
O 0.2310 2.7777 0.3153
O -2.1074 2.4695 0.3975
O -1.2236 -2.3290 -1.5513
N 3.6688 -1.8642 1.0771
C -2.0540 -2.1249 -0.4091
C 3.4820 -0.9360 -0.0463
C 1.8152 0.9552 -0.5775
C 2.0146 -0.5339 -0.2447
C -3.1027 0.0934 0.3771
C -3.1556 -1.0745 -0.6198
B -0.9782 3.1381 0.8668
B 0.4098 1.5060 -0.1758
B -1.9472 1.1294 0.1412
H 1.5649 -1.1352 -1.0382
H 2.5857 1.5738 -0.1112
H 3.8765 -1.3642 -0.9760
H 4.0772 -0.0428 0.1524
H -1.7388 -2.7775 -2.2237
H -2.9682 -0.3068 1.3910
H -3.0557 -0.7077 -1.6449
H 4.5240 -1.6776 1.5803
H 1.9146 1.1085 -1.6601
H -2.4960 -3.0824 -0.1087
H 3.6806 -2.8302 0.7811
H 1.4805 -0.8026 0.6695
H -4.1375 -1.5511 -0.5521
H -1.3736 -1.8155 0.3835
H -4.0546 0.6292 0.4043
*
```

natural (NBO) population analysis, charges in e, atoms 1 to 2: number 1, I, carries 0.05; number 2, F, carries -0.99

The highest largest force on an atom belongs to which entry? C20H40BrO16P2

What is the formula in the second record? C3H8N2O

Repeat the fifth record exactly.
Formula: C11H11NO2
Source: the Open Molecules 2025 dataset
Level of theory: ωB97M-V with the def2-TZVPD basis set

Properties
Kohn-Sham gap (spin up / spin down), Ha: 0.317 / 0.317
Largest force on an atom, eV Å⁻¹: 4.5
Energy above the lowest of the compared OMol25 structures with the same formula, charge and spin, eV: 6.113

```
! RIJCOSX wB97M-V def2-TZVPD def2/J DEFGRID3
* xyz 0 1
O -1.5560 -2.2749 0.1587
O -1.1184 -0.5703 2.0220
N -2.6741 -1.8352 -0.3477
C -1.9211 1.7599 0.3750
C 0.6547 -0.5400 0.2676
C 2.9493 -0.0666 0.8577
C 1.5796 -0.0651 1.2139
C -1.3632 1.4468 -0.9834
C 2.4929 -0.6863 -1.3404
C -0.7856 -0.4581 0.6891
C 3.4152 -0.2354 -0.3741
C -1.7060 0.3571 -0.0476
C 1.1458 -0.8145 -1.0488
C -2.8904 -0.5869 -0.3999
H 1.3013 0.2122 2.1792
H 0.4608 -1.1953 -1.8234
H -1.0704 1.9392 1.0703
H 2.8677 -0.7706 -2.4169
H -0.3107 1.7836 -1.2777
H -2.8583 2.3512 0.5266
H 4.4515 0.0669 -0.5699
H -0.7348 -1.4399 2.2900
H -2.0549 1.3562 -1.8640
H 3.6052 0.5218 1.5342
H -3.8805 -0.2561 -0.6907
*
```

natural (NBO) population analysis, charges in e, atoms 1 to 2: number 1, O, carries -0.44; number 2, O, carries -0.68